1.
The following is a quantum chemistry calculation of an isolated molecule of C4H6N2, from the OMol25 dataset.

```
12
Properties=species:S:1:pos:R:3:forces:R:3
N -1.195540 1.295062 -1.030206 -0.43 0.21 -0.29
C -0.506146 0.275790 -0.378524 0.03 0.01 -0.17
C 0.262281 -0.742183 -0.838728 0.12 0.34 -0.35
C 1.028927 -1.200592 0.278323 0.16 -0.05 0.17
C 0.618311 -0.509216 1.365619 0.20 -0.46 0.37
N -0.374687 0.397452 0.992986 0.18 -0.22 0.06
H -0.895001 2.174080 -0.628929 -0.21 0.08 0.04
H -0.947311 1.330332 -2.008978 -0.20 -0.17 -0.08
H 0.365784 -1.025237 -1.871780 0.16 0.03 -0.07
H 1.874135 -1.867240 0.227670 -0.11 -0.15 0.09
H 1.007733 -0.515389 2.366299 -0.16 -0.14 0.19
H -1.238484 0.387139 1.526249 0.25 0.52 0.04
```
Positions in Å, forces in eV/Å.

Results
Gap between HOMO and LUMO in eV: 8.63
F_max in hartree/bohr: 0.0120
Energy relative to the best compared isomer or geometry (same formula, charge and spin) in eV: 0.7633



2.
The following is a quantum chemistry calculation of an isolated ion of composition C5H8NS2 and charge +1, from the OMol25 dataset.

```
16
Properties=species:S:1:pos:R:3:forces:R:3
C -1.113438 -0.209650 -1.251977 -1.03 -0.86 1.95
C -0.469857 -0.156454 1.033432 -0.76 -1.29 -3.56
C 1.101184 0.762570 -0.767628 -1.93 -2.63 -1.91
C -1.690773 -1.083666 1.022779 3.22 -2.45 -1.29
C 2.011805 -0.477058 -1.046386 0.98 0.62 1.42
N -0.272782 0.202240 -0.401847 2.38 1.46 0.28
S -2.381477 -1.123705 -0.695551 -0.88 -0.61 1.57
S 2.542541 -1.500955 0.109693 -0.64 0.76 -1.14
H -0.611360 0.728916 1.533741 -0.42 2.02 1.43
H 0.481899 -0.558239 1.197627 1.09 -1.15 1.39
H 1.426136 1.321105 0.052242 0.62 1.06 1.05
H 0.906960 1.327983 -1.686471 0.53 0.18 0.39
H -1.429294 -2.105564 1.409834 -0.13 0.67 -1.00
H -2.263560 -0.737340 1.753916 -3.49 1.59 2.45
H -1.125500 -0.111465 -2.263042 0.77 0.85 -2.90
H 2.477013 -0.482522 -2.030733 -0.31 -0.23 -0.12
```
Positions in Å, forces in eV/Å.

Results
Gap between HOMO and LUMO in eV: 8.24
Total charge: +1
F_max in hartree/bohr: 0.0884
Energy relative to the best compared isomer or geometry (same formula, charge and spin) in eV: 1.2220



3.
The following is a quantum chemistry calculation of C20H19CuIN6S2 as an isolated structure, from the OMol25 dataset.

```
49
Properties=species:S:1:pos:R:3:forces:R:3
Cu -0.196667 0.062559 -0.496013 -0.01 0.24 0.04
C -5.565692 1.261522 -1.287802 -0.04 -0.02 -0.01
S -4.178558 2.399828 -1.144680 0.00 0.01 0.01
C -2.809131 1.312430 -1.207474 -0.08 -0.03 -0.02
S -1.278900 2.079078 -0.989880 0.01 -0.03 -0.07
N -3.050265 0.049846 -1.448542 0.20 0.07 0.04
N -1.905725 -0.689527 -1.385137 -0.10 -0.05 0.01
C -1.780351 -1.695982 -2.156743 0.06 0.01 -0.01
C -0.475694 -2.368135 -2.159126 -0.13 0.01 -0.01
C -0.308950 -3.623599 -2.736510 0.03 -0.02 0.01
C 0.942839 -4.207901 -2.730117 -0.01 -0.01 -0.01
C 1.998441 -3.522703 -2.145662 0.00 0.03 0.01
C 1.748458 -2.277273 -1.597406 0.03 0.00 0.03
N 0.550101 -1.693935 -1.607259 0.02 -0.06 -0.09
H -6.462591 1.877730 -1.238662 0.00 0.00 0.00
H -5.563735 0.548782 -0.467525 0.00 -0.01 0.01
H -5.539219 0.723848 -2.232358 0.03 0.02 0.00
H -2.570360 -2.011059 -2.833861 0.01 0.00 -0.02
H -1.161520 -4.127249 -3.171987 -0.01 0.00 0.00
H 1.093926 -5.185202 -3.169307 0.01 0.00 0.00
H 2.996918 -3.934765 -2.117609 0.00 0.00 0.00
H 2.550564 -1.718430 -1.127758 0.01 0.02 -0.01
C -0.133046 -2.688792 4.117916 0.00 0.00 0.00
C -0.092230 -2.960636 2.757586 0.01 0.02 -0.01
C 0.202147 -1.952350 1.855934 -0.02 -0.05 0.02
C 0.461497 -0.655768 2.302398 0.11 0.16 -0.15
C 0.422493 -0.383816 3.672121 0.01 -0.01 0.05
C 0.124552 -1.397901 4.564502 0.00 0.00 0.02
N 0.754879 0.319969 1.321377 -0.09 -0.22 0.16
N 1.041496 1.490103 1.839615 0.06 -0.02 -0.10
C 1.404778 2.504160 1.062795 -0.08 -0.03 0.13
C 1.264380 3.804402 1.631260 0.00 0.00 -0.01
C 1.417841 4.925032 0.889352 0.01 0.01 -0.04
C 1.755589 4.814087 -0.490490 -0.02 -0.03 0.04
C 1.997626 3.590327 -0.994771 -0.01 -0.02 0.02
N 1.886875 2.443648 -0.237136 0.03 0.01 -0.07
H -0.366326 -3.473562 4.825247 0.00 0.00 0.00
H -0.290641 -3.961058 2.394835 0.00 0.00 0.00
H 0.233360 -2.158752 0.794608 -0.01 0.01 0.01
H 0.617684 0.619297 4.018004 0.01 0.01 0.00
H 0.091278 -1.178925 5.624216 -0.01 0.00 0.00
H 0.968590 3.831955 2.669448 0.00 0.00 0.00
H 1.267192 5.898315 1.335284 -0.01 0.01 -0.01
H 1.829756 5.679975 -1.129530 0.01 0.01 0.00
H 2.306049 3.421513 -2.016569 0.00 0.02 0.00
I 4.685467 1.341154 -0.507844 0.01 0.01 0.01
C 2.530519 1.277319 -0.766495 0.00 -0.04 0.03
H 2.365573 1.204561 -1.835299 -0.03 -0.02 0.00
H 2.218714 0.385887 -0.246924 -0.02 0.00 -0.03
```
Positions in Å, forces in eV/Å.

Results
2S+1: 2
Gap between HOMO and LUMO (spin up / spin down) in eV: 6.55 / 5.89
F_max in hartree/bohr: 0.0056



4.
The following is a quantum chemistry calculation of C5H7N2 as an isolated structure, from the OMol25 dataset.

```
14
Properties=species:S:1:pos:R:3:forces:R:3
C -0.312084 -1.060613 1.551354 -0.57 0.33 1.08
C -0.730351 0.898525 1.437818 -0.31 -1.05 3.73
C -0.252167 0.524346 0.234209 1.96 -0.56 -2.92
C -0.071651 1.368603 -0.965486 1.82 1.76 -0.58
C 0.645195 -1.772311 -0.616843 -1.24 -0.22 -0.45
N -0.601587 -0.181913 2.411315 0.43 0.54 -2.50
N 0.219535 -0.777454 0.346091 0.10 1.33 0.86
H -1.029066 1.842699 1.816007 -0.63 0.59 -0.01
H 0.007564 2.398500 -0.525363 -0.12 -0.58 -0.27
H -0.959473 1.464999 -1.600954 0.29 -0.47 -0.12
H 0.956530 1.310522 -1.571701 -2.47 -0.57 1.33
H 1.261111 -1.487256 -1.452012 0.39 1.01 0.17
H 1.182790 -2.477535 -0.014166 -0.08 -0.92 -0.21
H -0.316345 -2.051112 -1.050267 0.43 -1.18 -0.12
```
Positions in Å, forces in eV/Å.

Results
Gap between HOMO and LUMO (spin up / spin down) in eV: 7.11 / 8.17
Total charge: +1
F_max in hartree/bohr: 0.0756
Energy relative to the best compared isomer or geometry (same formula, charge and spin) in eV: 6.1931